Here is C20H13AgClIN4O as an isolated structure from the OMol25 dataset. Energies are from ωB97M-V/def2-TZVPD.

Properties
Frontier orbital gap ... 5.33 eV
2S+1 ... 1
Relative energy (zero: lowest compared OMol25 entry of this formula, charge and spin) ... 0.00 kcal per mole
E_tot ... -1969.054530 hartree

Element x y z (Å)
Ag1 0.296 0.531 -0.221
Cl1 4.936 -2.381 4.341
C1 4.120 -1.822 2.903
C2 4.696 -2.023 1.679
C3 4.069 -1.587 0.510
I1 4.989 -1.921 -1.329
C4 2.833 -0.927 0.497
O1 2.256 -0.527 -0.562
C5 2.241 -0.728 1.815
N1 1.040 -0.095 1.854
C6 0.445 0.116 3.005
C7 1.001 -0.286 4.230
C8 2.207 -0.924 4.225
C9 2.873 -1.169 3.004
H1 5.651 -2.527 1.621
H2 -0.512 0.623 2.973
H3 0.472 -0.090 5.153
H4 2.665 -1.248 5.150
C10 -3.625 -3.363 -1.600
C11 -4.346 -2.220 -1.936
C12 -3.739 -0.980 -1.906
C13 -2.401 -0.892 -1.527
C14 -1.678 -2.025 -1.180
C15 -2.294 -3.266 -1.226
N2 -1.692 0.342 -1.457
N3 -2.235 1.310 -1.999
C16 -1.495 2.531 -1.917
C17 -2.011 3.596 -2.636
C18 -1.322 4.798 -2.609
C19 -0.157 4.883 -1.866
C20 0.273 3.760 -1.172
N4 -0.384 2.606 -1.195
H5 -4.108 -4.331 -1.628
H6 -5.387 -2.301 -2.221
H7 -4.282 -0.081 -2.162
H8 -0.637 -1.926 -0.891
H9 -1.734 -4.154 -0.966
H10 -2.924 3.461 -3.198
H11 -1.691 5.652 -3.161
H12 0.413 5.800 -1.818
H13 1.178 3.786 -0.578